Below is C40H36BrMoN4O5PS2Te as an isolated structure in a non-equilibrium geometry, with properties calculated with ωB97M-V/def2-TZVPD.

As for the maximum force: 2.35 eV/Å. The calculation puts the gap between HOMO and LUMO (alpha / beta) at 4.480 / 4.047 eV. The value obtained for the electronic energy is -168400.8059 eV. The calculation puts the highest occupied orbital energy (alpha / beta) at -11.915 / -11.761 eV. The value obtained for the LUMO energy (alpha / beta) is -0.2732 / -0.2835 hartree. The charge is +2. As for the spin multiplicity: 1.

Each line ends with the Löwdin charge.
Geometry (Å):
Mo -0.179820 0.276260 -0.179555  1.620
O -2.445013 -2.925865 -0.820505  0.020
C -1.578235 -3.876957 -1.275430  -0.327
C -2.113087 -5.066298 -1.764154  0.006
C -1.279503 -6.075895 -2.203837  -0.046
C 0.098792 -5.908856 -2.175974  -0.066
C 0.638033 -4.731221 -1.698738  -0.024
C -0.190195 -3.706575 -1.244191  -0.153
C 0.432918 -2.459383 -0.652316  -0.371
O 0.030661 -1.270745 -1.223479  -0.402
N 0.129991 -2.373832 0.785487  0.022
N -0.460904 -1.210637 1.190924  -0.156
C -1.184935 -1.286153 2.286687  -0.137
C -1.812684 -0.201606 2.924027  -0.530
Br -1.887095 1.396694 1.817806  0.964
C -2.427456 -0.141483 4.140754  -0.045
C -2.336188 -1.071172 5.228644  -0.215
C -3.290910 -0.992141 6.260303  -0.010
C -3.199986 -1.804970 7.370022  -0.046
C -2.157229 -2.715142 7.486579  -0.037
C -1.196066 -2.794830 6.486317  -0.054
C -1.281643 -1.989867 5.370685  -0.030
H -2.030910 -2.050626 -0.798148  0.029
H -3.186030 -5.165366 -1.793930  0.128
H -1.700183 -7.001983 -2.564133  0.117
H 0.749677 -6.694290 -2.527287  0.111
H 1.708279 -4.591511 -1.674705  0.115
H 1.530509 -2.545841 -0.774642  0.135
H -0.256692 -3.224939 1.192791  0.163
H -1.366058 -2.268954 2.717147  0.147
H -3.021108 0.742618 4.339719  0.118
H -4.109283 -0.294158 6.170694  0.121
H -3.936878 -1.730877 8.153811  0.118
H -2.074658 -3.338835 8.362474  0.118
H -0.366743 -3.478358 6.585132  0.114
H -0.490775 -2.006038 4.636211  0.103
S 3.865129 -3.498297 1.331532  1.060
C 5.289496 -4.439947 1.393261  -0.374
C 6.385520 -3.745545 0.980448  -0.153
C 6.089035 -2.421204 0.619970  -0.091
C 4.755345 -2.102119 0.759898  -0.457
C 4.062866 -0.865564 0.494322  -0.170
C 2.663771 -0.814647 0.647353  -0.071
N 1.898816 0.227608 0.322077  -0.008
C 2.561673 1.371175 -0.012218  -0.148
C 3.970173 1.456164 -0.141409  -0.109
C 4.528323 2.725346 -0.503687  0.017
C 3.749523 3.821811 -0.673807  0.016
C 2.327978 3.765015 -0.516826  -0.116
C 1.474241 4.854177 -0.653116  0.071
C 0.092421 4.671921 -0.504107  -0.176
C -0.374670 3.370698 -0.253934  -0.086
N 0.412405 2.310863 -0.085013  -0.090
C 1.750126 2.505884 -0.213075  -0.164
C -0.824262 5.773375 -0.603275  -0.476
C -2.162291 5.827890 -0.271300  -0.100
C -2.724510 7.094984 -0.476733  -0.158
C -1.827962 8.000332 -0.966218  -0.371
S -0.273729 7.329646 -1.165850  1.092
C 4.715867 0.295450 0.063001  0.096
H 5.236838 -5.457146 1.727000  0.076
H 7.371834 -4.171020 0.938956  0.117
H 6.847335 -1.742920 0.274028  0.117
H 2.161700 -1.678209 1.061153  0.059
H 5.597699 2.788298 -0.639365  0.130
H 4.190358 4.773353 -0.927509  0.130
H 1.862419 5.837805 -0.871308  0.109
H -1.442500 3.195949 -0.214230  0.087
H -2.721616 5.003734 0.131717  0.110
H -3.752382 7.336709 -0.278160  0.114
H -1.999027 9.027858 -1.227665  0.079
H 5.782599 0.305507 -0.087205  0.134
C -4.408450 0.855779 -4.896051  -0.079
C -4.351200 1.084676 -3.398470  -0.261
O -3.028634 1.486309 -2.991387  -0.254
P -1.942399 0.452574 -2.486258  0.152
O -2.142658 0.219929 -0.997292  -0.503
Te -1.506317 -1.471310 -3.820831  0.803
O -0.639316 1.420027 -2.444157  -0.372
C -0.102909 1.986276 -3.651139  -0.257
C 1.388951 1.718357 -3.741191  -0.038
H -5.435349 0.660531 -5.192645  0.088
H -3.793000 0.000485 -5.180290  0.017
H -4.048902 1.738152 -5.419965  0.085
H -4.651313 0.190456 -2.843565  0.118
H -4.993763 1.918247 -3.101689  0.127
H -0.311362 3.060448 -3.622164  0.130
H -0.620795 1.553226 -4.511848  0.098
H 1.865966 1.937446 -2.786123  0.057
H 1.835468 2.353020 -4.503992  0.093
H 1.586852 0.680273 -4.004839  0.081

Atomic forces in eV per Å
-1.82 -0.24 -1.28
0.10 -0.15 0.30
-0.01 -0.01 -0.02
-0.03 0.31 0.13
0.07 0.11 0.10
0.17 -0.10 -0.04
-0.22 0.10 -0.03
0.14 0.34 0.16
0.49 -1.91 -0.01
0.24 2.03 0.53
0.31 -0.71 0.02
-1.21 -0.67 1.85
0.60 -0.45 -1.03
-0.77 1.02 0.60
0.41 -0.62 0.24
0.45 0.24 -1.08
0.01 -0.58 0.66
0.18 0.04 -0.34
0.01 -0.16 0.07
0.03 0.16 -0.16
0.01 -0.15 0.00
-0.15 0.31 -0.09
-0.20 -0.08 -0.25
-0.14 -0.04 0.01
-0.07 -0.04 -0.07
0.04 -0.07 -0.02
0.16 0.01 0.00
-0.33 0.06 0.01
-0.06 0.25 -0.15
0.18 0.05 0.00
0.00 0.07 -0.02
-0.07 0.13 0.02
-0.09 0.02 0.06
-0.02 -0.06 0.09
0.06 -0.05 0.04
0.14 -0.05 0.04
0.55 0.30 -0.11
-0.11 0.18 -0.12
-0.12 -0.37 0.16
-0.63 0.40 0.02
0.25 -1.03 0.27
0.16 1.07 -0.34
-0.13 0.06 0.03
1.40 0.07 0.17
0.68 -0.18 -0.07
-0.97 0.02 -0.01
-0.09 0.25 -0.08
0.25 -0.17 0.07
-0.28 -0.91 0.15
-0.72 -0.38 0.10
0.84 -0.43 0.01
-0.10 0.13 0.03
0.51 1.26 -0.22
0.23 0.69 -0.03
-0.60 0.94 -0.11
0.71 -0.16 -0.11
-0.04 0.46 -0.18
0.08 -0.19 0.05
-0.44 -0.43 0.13
-0.56 -0.61 0.29
0.01 -0.23 0.06
0.15 -0.07 0.01
0.08 0.23 -0.08
-0.13 0.07 -0.15
0.09 0.05 0.02
0.10 0.08 -0.04
0.15 0.06 0.01
0.01 -0.04 -0.02
-0.10 -0.22 0.07
-0.18 0.05 0.03
-0.04 0.15 0.00
0.17 0.01 0.00
0.15 -0.02 0.26
-0.69 -0.10 -0.36
0.77 -0.21 0.20
-0.68 0.17 -2.25
0.76 -0.22 1.27
-0.29 0.66 0.25
-0.04 -0.68 0.87
0.61 0.32 -0.68
-0.26 -0.10 0.07
-0.10 -0.01 -0.05
-0.08 0.07 -0.02
-0.02 0.07 -0.08
0.02 0.09 -0.01
0.07 -0.20 0.00
-0.07 -0.17 0.07
-0.01 0.04 0.11
0.10 0.07 0.00
0.00 0.04 -0.03
-0.04 -0.06 0.05